# 1
One molecule with the formula C3H7N at a distorted geometry. Source: OMol25; level of theory: the ωB97M-V functional and the def2-TZVPD basis.

Each line ends with the Mulliken charge.
Atoms and positions in Å:
1 C 0.72373 -1.17815 -0.36423  -0.673
2 N -0.46652 -0.43470 -0.04214  -0.360
3 C -0.17787 0.64431 0.92207  -0.197
4 C -0.35218 1.00309 -0.46791  -0.475
5 H 0.48281 -1.83232 -1.22311  0.242
6 H 1.55156 -0.44836 -0.71384  0.254
7 H 0.93786 -1.83357 0.52906  0.279
8 H 0.80505 0.66014 1.33196  0.270
9 H -1.03080 0.87100 1.62217  0.215
10 H 0.54755 1.19505 -0.98712  0.213
11 H -1.19049 1.61546 -0.80382  0.233

## Properties
Kohn-Sham gap (eV): 10.59
Total charge: 0
Energy above the lowest of the compared OMol25 structures with the same formula, charge and spin (kcal per mole): 31.9
SMILES: CN1CC1

# 2
A 2-piece molecular cluster, C5H11OP overall at a distorted geometry. Source: OMol25; level of theory: the ωB97M-V functional and the def2-TZVPD basis.

Each line ends with the Mulliken charge.
Atoms and positions in Å:
1 C 1.60290 -0.77076 0.10945  0.371
2 C -0.43767 1.13362 -0.94411  -1.744
3 C -0.50656 0.86161 1.67631  -1.221
4 C -1.39321 -0.95249 0.20359  -1.324
5 C -0.56277 0.31829 0.28617  1.207
6 O 1.88379 -1.53586 0.95290  -0.422
7 P 2.65485 -0.26200 -1.34262  -0.080
8 H -1.39461 1.67843 -1.25917  0.335
9 H 0.36883 1.89870 -0.85080  0.351
10 H -0.30314 0.65877 -1.77428  0.548
11 H 0.44426 1.35776 1.97901  0.303
12 H -0.74370 0.02692 2.38922  0.316
13 H -1.44071 1.53310 1.73075  0.345
14 H -1.44993 -1.41662 -0.82342  0.324
15 H -1.02448 -1.76041 0.88556  0.350
16 H -2.50112 -0.77319 0.63859  0.303
17 H 3.17721 -1.50050 -1.69278  0.049
18 H 1.62604 -0.49537 -2.16438  -0.010

## Properties
Kohn-Sham gap (alpha / beta) (eV): 7.41 / 7.63
Total charge: 0
Energy above the lowest of the compared OMol25 structures with the same formula, charge and spin (kcal per mole): 93.3

# 3
A 2-piece molecular cluster, C3H2O3S overall at a distorted geometry. Source: OMol25; level of theory: the ωB97M-V functional and the def2-TZVPD basis.

Each line ends with the Mulliken charge.
Atoms and positions in Å:
1 C -1.79591 -0.65484 0.48123  0.059
2 C 0.11918 0.28847 -0.64114  0.621
3 C -1.04418 0.60429 -0.02190  0.205
4 O -1.88497 -1.70667 -0.08336  -0.437
5 O 1.13064 -0.18127 -1.02747  -0.311
6 O -1.55488 1.69870 0.21802  -0.517
7 S 3.97309 0.52213 0.30781  -0.183
8 H -2.24607 -0.25840 1.35655  0.368
9 H 3.30310 -0.31241 -0.58974  0.194

## Properties
Kohn-Sham gap (alpha / beta) (eV): 8.40 / 6.81
Total charge: 0
Energy above the lowest of the compared OMol25 structures with the same formula, charge and spin (kcal per mole): 116.8

# 4
One molecule with the formula C3H3BrO at a distorted geometry. Source: OMol25; level of theory: the ωB97M-V functional and the def2-TZVPD basis.

Each line ends with the Mulliken charge.
Atoms and positions in Å:
1 O -0.70357 -0.01226 -1.52766  -0.512
2 C -0.58268 0.57893 -0.45137  0.118
3 C 0.19130 -0.24244 0.56195  -0.296
4 C 0.35593 -1.40663 -0.05520  -0.314
5 Br 1.41154 -2.71533 0.88297  -0.183
6 H -0.91164 1.55179 -0.07788  0.329
7 H 0.56256 0.18073 1.53244  0.345
8 H 0.17136 -1.76433 -0.94847  0.513

## Properties
Kohn-Sham gap (eV): 9.41
Total charge: 0
Energy above the lowest of the compared OMol25 structures with the same formula, charge and spin (kcal per mole): 30.3
SMILES: O=C/C=C/Br

# 5
C44H62BN10O2P2W as an isolated structure. Source: OMol25; level of theory: the ωB97M-V functional and the def2-TZVPD basis.

Each line ends with the Mulliken spin population.
Atoms and positions in Å:
1 W -0.36846 -0.81758 1.00318  1.666
2 C -1.64093 -0.49758 -3.32646  0.008
3 C -0.19624 -0.21619 -2.89849  -0.034
4 C -0.02895 1.21539 -2.37646  0.000
5 C 0.68893 -0.33033 -4.15414  -0.001
6 P 0.33889 -1.39288 -1.54182  0.118
7 C 2.17757 -1.27209 -1.57843  0.034
8 N 2.62690 -1.34254 -0.22136  0.056
9 B 1.78141 -1.17722 0.91305  -0.107
10 N 2.66425 -1.20425 2.04036  0.071
11 C 2.27331 -0.98624 3.40492  0.026
12 P 0.47340 -1.35752 3.46711  -0.014
13 C -0.25150 -0.24227 4.78898  -0.015
14 C -1.59030 -0.79010 5.29283  0.004
15 C 0.72018 -0.09219 5.97014  0.001
16 C -0.49779 1.13768 4.18275  0.041
17 C 0.35439 -3.14446 3.99910  -0.040
18 C 0.99210 -3.37041 5.37902  -0.001
19 C -1.11828 -3.60454 4.07353  0.006
20 C 1.15705 -3.97645 2.98805  0.004
21 C 3.97352 -1.40280 1.59679  0.013
22 C 5.16343 -1.50896 2.30365  -0.005
23 C 6.32191 -1.71897 1.57333  0.016
24 C 6.29750 -1.81155 0.17911  0.016
25 C 5.11393 -1.69582 -0.53085  -0.004
26 C 3.94978 -1.49698 0.19760  0.013
27 C -0.06978 -3.15236 -2.02889  -0.058
28 C 0.40977 -3.50576 -3.44534  -0.003
29 C 0.69526 -4.07244 -1.04687  0.011
30 C -1.59850 -3.37799 -2.00553  0.007
31 H -2.01825 0.36185 -3.88400  0.001
32 H -2.31743 -0.69193 -2.49582  -0.002
33 H -1.69458 -1.35599 -3.99387  0.000
34 H -0.36889 1.90403 -3.15012  0.001
35 H 1.01762 1.45875 -2.18156  0.000
36 H -0.59471 1.42664 -1.47035  0.012
37 H 0.27835 0.35567 -4.89792  -0.001
38 H 0.69166 -1.32121 -4.59930  0.000
39 H 1.71585 -0.02002 -3.98142  0.001
40 H 2.45010 -0.31691 -2.03628  -0.003
41 H 2.60417 -2.06058 -2.20523  0.000
42 H 2.45214 0.04286 3.73100  -0.001
43 H 2.81001 -1.64543 4.09379  0.000
44 H -1.48226 -1.71240 5.85957  0.000
45 H -2.30645 -0.96150 4.48611  -0.003
46 H -2.03178 -0.04932 5.95976  0.000
47 H 1.08942 -1.03989 6.35956  0.000
48 H 0.18593 0.40394 6.78185  -0.001
49 H 1.57227 0.53697 5.71956  0.001
50 H -1.30723 1.10311 3.44699  -0.018
51 H 0.39426 1.56531 3.72140  0.005
52 H -0.81895 1.81706 4.97368  0.000
53 H 0.44348 -2.88055 6.18127  0.000
54 H 2.03571 -3.06234 5.42268  0.000
55 H 0.97052 -4.44241 5.58181  0.000
56 H -1.46265 -3.65097 5.10417  0.000
57 H -1.21716 -4.60618 3.65719  0.000
58 H -1.81976 -2.94102 3.56072  -0.005
59 H 0.82338 -3.83766 1.96290  -0.006
60 H 1.04296 -5.03016 3.24230  0.000
61 H 2.22196 -3.74640 3.02520  0.001
62 H 5.19574 -1.42841 3.38113  -0.002
63 H 7.26552 -1.80855 2.09113  0.001
64 H 7.22234 -1.97405 -0.35455  0.001
65 H 5.10678 -1.75973 -1.61037  -0.001
66 H 1.47361 -3.32956 -3.59477  0.000
67 H -0.15338 -2.98543 -4.21620  0.000
68 H 0.23933 -4.57404 -3.59250  0.000
69 H 0.94819 -3.60560 -0.09294  -0.011
70 H 1.64685 -4.38672 -1.47343  0.000
71 H 0.13046 -4.98905 -0.86176  0.001
72 H -2.03217 -3.17123 -2.98094  0.000
73 H -2.13748 -2.75902 -1.28685  -0.003
74 H -1.80990 -4.42668 -1.78959  0.000
75 C -5.28965 1.85789 -0.55779  0.000
76 N -4.20784 0.97653 -0.04212  0.009
77 C -3.03805 0.68997 -0.58666  0.005
78 N -2.34534 -0.11418 0.23203  0.057
79 C -3.20492 -0.27213 1.28974  0.089
80 N -4.32486 0.38020 1.15852  -0.007
81 C -5.06639 2.20305 -2.00260  0.000
82 C -5.92059 1.71674 -2.98473  0.000
83 C -5.69495 2.02563 -4.32185  0.000
84 C -4.59007 2.77168 -4.69024  0.000
85 C -3.71914 3.24652 -3.70799  0.000
86 C -3.98464 2.99882 -2.36727  0.000
87 C -2.48326 3.92591 -4.09335  0.000
88 N -2.07926 4.28056 -5.25901  0.000
89 N -0.76959 4.73074 -5.10063  0.000
90 C -0.49039 4.60798 -3.85345  0.000
91 O -1.53758 4.11168 -3.13166  0.000
92 C 0.77854 4.81363 -3.15652  0.000
93 C 1.90219 5.26976 -3.83892  0.000
94 C 3.10704 5.37522 -3.16305  0.000
95 C 3.20179 5.01097 -1.82605  0.000
96 C 2.07671 4.56102 -1.14420  0.001
97 C 2.18209 4.20213 0.32150  -0.001
98 N 1.22250 3.15096 0.68851  0.004
99 C 1.37458 1.83859 0.69329  0.063
100 N 0.19159 1.25320 0.95387  -0.044
101 C -0.65071 2.32583 1.10741  0.010
102 N -0.05725 3.47156 0.96585  0.000
103 C 0.86389 4.48027 -1.80982  0.001
104 H -5.29226 2.73726 0.08895  0.001
105 H -6.21646 1.30842 -0.40197  0.000
106 H -2.72640 1.06448 -1.54212  -0.014
107 H -2.99086 -0.87072 2.16771  -0.020
108 H -6.77375 1.11111 -2.71019  0.000
109 H -6.37760 1.66750 -5.07875  0.000
110 H -4.38583 2.98825 -5.72929  0.000
111 H -3.33377 3.42260 -1.61002  0.000
112 H 1.82530 5.53203 -4.88427  0.000
113 H 3.98284 5.73417 -3.68287  0.000
114 H 4.15464 5.08669 -1.31853  0.000
115 H 1.95695 5.04656 0.97444  0.000
116 H 3.17598 3.82839 0.56979  0.000
117 H 2.30541 1.32962 0.50684  0.018
118 H -1.69739 2.24442 1.34602  0.006
119 H -0.03177 4.16837 -1.29391  0.000
120 O -1.30784 -2.80524 1.02241  0.016
121 H -2.04020 -3.16903 1.53701  0.009
122 H -0.94183 -3.51554 0.47307  0.002

## Properties
Kohn-Sham gap (alpha / beta) (eV): 5.14 / 5.60
2S+1: 3
Total charge: +3

# 6
A 2-piece molecular cluster, C3H11N2 overall at a distorted geometry. Source: OMol25; level of theory: the ωB97M-V functional and the def2-TZVPD basis.

Each line ends with the Mulliken charge.
Atoms and positions in Å:
1 C 1.89666 0.18453 -1.35039  -0.760
2 N 0.85960 1.19740 -0.98014  -0.281
3 H 2.34851 -0.35541 -0.51898  0.289
4 H 2.71197 0.57223 -1.95941  0.339
5 H 1.31065 -0.54751 -1.91855  0.345
6 H -0.10691 0.89742 -0.82174  0.320
7 H 1.06206 1.63275 -0.07638  0.353
8 H 0.86316 1.89076 -1.72552  0.378
9 C -2.54148 -0.76473 1.26505  -0.720
10 C -1.30659 -0.27661 1.35147  -0.044
11 N -0.13038 -0.81841 0.79827  -0.531
12 H -2.85229 -1.79179 1.13047  0.290
13 H -3.32291 -0.01715 1.32266  0.212
14 H -1.26275 0.66749 1.91147  0.339
15 H 0.66214 -0.88070 1.41641  0.244
16 H -0.19145 -1.59025 0.15533  0.227

## Properties
Kohn-Sham gap (eV): 8.59
Total charge: +1
Energy above the lowest of the compared OMol25 structures with the same formula, charge and spin (kcal per mole): 43.0

# 7
One molecule with the formula C4H9NO. Source: OMol25; level of theory: the ωB97M-V functional and the def2-TZVPD basis.

Each line ends with the Mulliken charge.
Atoms and positions in Å:
1 C -2.39448 -0.56309 -0.08205  -1.317
2 C -0.89800 -0.34318 -0.00817  -0.067
3 O -0.74568 1.01144 0.42880  -0.055
4 C 0.36566 1.70930 0.59824  -0.456
5 N 1.57111 1.14550 0.34799  -0.028
6 C 2.13558 -0.12998 -0.17464  -0.781
7 H -2.84470 -0.37417 0.89753  0.321
8 H -2.84226 0.13358 -0.79800  0.324
9 H -2.62186 -1.58716 -0.38842  0.392
10 H -0.43044 -1.01046 0.72296  0.269
11 H -0.42288 -0.48699 -0.98567  0.257
12 H 2.21607 1.91625 0.37089  0.265
13 H 1.91763 -0.27653 -1.23924  0.292
14 H 1.76463 -1.00034 0.37379  0.258
15 H 3.22960 -0.14416 -0.06402  0.327

## Properties
Kohn-Sham gap (eV): 8.90
Total charge: 0
Energy above the lowest of the compared OMol25 structures with the same formula, charge and spin (kcal per mole): 72.3

# 8
A 2-piece molecular cluster, C4H12 overall at a distorted geometry. Source: OMol25; level of theory: the ωB97M-V functional and the def2-TZVPD basis.

Each line ends with the Mulliken charge.
Atoms and positions in Å:
1 C -1.27042 -1.17901 -1.94217  -0.831
2 C -2.10904 0.08755 -2.05145  -0.790
3 H -0.22987 -1.08980 -2.28985  0.267
4 H -1.09926 -1.47485 -0.90993  0.276
5 H -1.63467 -1.92457 -2.65076  0.276
6 H -2.38897 0.30542 -3.07336  0.312
7 H -1.53863 0.95803 -1.69507  0.239
8 H -2.88981 0.05217 -1.29291  0.250
9 C 1.40182 1.25196 1.89951  -0.799
10 C 1.92524 -0.18744 2.02978  -0.808
11 H 0.33076 1.33282 1.74479  0.256
12 H 1.62903 1.80742 2.81299  0.289
13 H 1.99618 1.76963 1.14316  0.251
14 H 1.07342 -0.82682 2.30735  0.238
15 H 2.21275 -0.63530 1.08566  0.281
16 H 2.59146 -0.24721 2.88223  0.293

## Properties
Kohn-Sham gap (eV): 12.35
Total charge: 0
Energy above the lowest of the compared OMol25 structures with the same formula, charge and spin (kcal per mole): 12.5
SMILES: CC.CC

Asked for energy across the records above, the calculation gives -4712.77243 -16695.62051 -20116.42965 -75247.21617 -86688.67505 -6261.71667 -7829.18407 -4341.98487 eV in order.